Molecular formula: C3LiNaO6
Method: DFT, ωB97M-V/def2-TZVPD

```
11
Properties=species:S:1:pos:R:3:lowdin_charge:R:1
C -0.58 0.45 0.04 -0.378
O -0.03 1.52 0.08 0.069
C -2.15 0.26 0.05 -0.614
O -2.53 -0.94 -0.03 -0.114
O -2.82 1.29 0.11 0.055
Na 2.17 1.93 -0.17 0.775
Li -1.17 -2.25 -0.15 0.806
O 0.01 -0.73 -0.06 -0.027
O 2.29 -0.26 0.04 0.008
O 1.48 -2.38 0.04 0.065
C 1.47 -1.16 0.06 -0.646
```

The energy above the lowest of the compared OMol25 structures with the same formula, charge and spin comes out at 0.039 eV. The LUMO energy is -1.018 eV. The spin multiplicity is 1. The value obtained for the HOMO energy is -8.99 eV.

---

Molecular formula: C42H63BN2O9S
Method: DFT, ωB97M-V/def2-TZVPD

```
118
Properties=species:S:1:pos:R:3:lowdin_charge:R:1
C -1.49 -4.89 1.88 -0.126
O -0.99 -3.78 2.73 -0.267
C -2.17 -3.09 3.28 -0.231
C -1.88 -1.44 3.32 -0.158
C -3.23 -0.68 2.72 -0.194
C -3.23 0.87 3.28 -0.205
C -3.26 1.97 2.04 -0.208
C -2.15 3.16 2.36 -0.208
C -0.75 2.73 1.56 -0.207
C -0.84 2.93 -0.07 -0.171
C -0.35 1.55 -0.87 -0.160
N 1.05 1.77 -1.49 -0.126
C 2.09 1.96 -0.41 -0.131
C 2.61 3.49 0.02 0.055
C 3.77 3.67 1.22 -0.110
C 4.36 5.16 1.68 -0.076
C 6.01 5.12 1.90 -0.239
O 6.74 5.49 0.83 0.001
O 6.53 4.69 3.20 -0.018
C 8.00 4.74 3.27 -0.268
C 8.70 5.67 4.47 -0.021
O 8.86 4.07 2.49 0.010
C 4.42 2.38 2.05 -0.005
C 3.92 0.88 1.62 -0.049
C 2.80 0.72 0.43 -0.354
S 2.26 -1.04 -0.09 0.803
C 2.01 -0.84 -1.97 -0.306
C 2.41 -2.06 -2.99 -0.157
C 3.08 -3.43 -2.31 -0.189
C 4.70 -3.12 -2.20 -0.196
C 5.36 -3.46 -0.73 -0.151
C 6.59 -2.45 -0.22 -0.036
C 7.41 -2.64 1.20 -0.086
C 7.01 -3.88 2.19 -0.089
C 5.78 -4.87 1.70 -0.077
C 4.95 -4.68 0.27 -0.034
C 2.14 -1.89 -4.61 -0.016
C 1.50 -0.43 -5.12 -0.019
C 1.15 0.82 -4.07 0.017
B 0.55 2.27 -4.66 -0.439
N 1.52 3.00 -5.63 0.102
O -0.75 2.86 -4.28 0.012
C 1.38 0.63 -2.43 -0.105
H -2.46 -5.36 2.40 0.102
H -0.67 -5.75 1.88 0.101
H -1.71 -4.45 0.81 0.107
H -2.50 -3.51 4.34 0.134
H -3.06 -3.25 2.54 0.107
H -0.89 -1.16 2.76 0.115
H -1.75 -1.10 4.45 0.114
H -4.19 -1.20 3.17 0.089
H -3.26 -0.75 1.55 0.115
H -2.22 1.05 3.87 0.101
H -4.12 1.12 4.00 0.107
H -4.37 2.38 1.97 0.117
H -2.94 1.39 1.07 0.092
H -1.99 3.22 3.52 0.103
H -2.56 4.22 2.03 0.109
H 0.16 3.38 1.95 0.108
H -0.58 1.59 1.78 0.101
H -1.97 3.18 -0.31 0.111
H -0.21 3.86 -0.46 0.110
H -1.13 1.35 -1.74 0.131
H -0.37 0.60 -0.16 0.112
H 2.15 4.42 -0.56 0.105
H 4.14 5.96 0.85 0.126
H 3.90 5.50 2.73 0.131
H 8.27 5.39 5.54 0.096
H 9.87 5.45 4.54 0.105
H 8.50 6.80 4.23 0.093
H 5.21 2.47 2.91 0.093
H 4.33 -0.10 2.11 0.094
H 2.58 -3.70 -1.28 0.097
H 2.96 -4.27 -3.13 0.115
H 5.34 -3.70 -3.02 0.129
H 4.85 -1.95 -2.38 0.120
H 6.92 -1.53 -0.90 0.093
H 8.29 -1.87 1.44 0.088
H 7.61 -4.05 3.21 0.084
H 5.52 -5.76 2.44 0.082
H 4.08 -5.42 0.00 0.082
H 2.41 -2.75 -5.38 0.093
H 1.28 -0.26 -6.28 0.090
H 1.03 3.77 -6.14 0.070
H 1.92 2.28 -6.29 0.069
H -1.51 2.22 -4.43 0.110
C -2.48 -1.46 -6.13 -0.107
O -1.72 -0.58 -6.96 -0.217
C -1.61 -1.07 -8.30 -0.194
C -2.60 -0.38 -9.24 -0.194
O -3.95 -0.70 -8.90 -0.195
C -4.58 0.33 -8.15 -0.110
H -2.75 -0.91 -5.22 0.087
H -3.39 -1.80 -6.61 0.085
H -1.86 -2.32 -5.84 0.089
H -1.74 -2.16 -8.33 0.127
H -0.59 -0.85 -8.64 0.119
H -2.43 -0.74 -10.26 0.123
H -2.45 0.71 -9.23 0.125
H -4.87 1.15 -8.81 0.087
H -3.94 0.71 -7.35 0.080
H -5.49 -0.08 -7.69 0.089
C -8.80 -0.92 6.70 -0.111
O -8.58 -2.16 6.04 -0.196
C -8.51 -2.02 4.62 -0.192
C -7.06 -2.02 4.13 -0.196
O -6.35 -0.86 4.60 -0.215
C -5.53 -1.15 5.72 -0.110
H -8.58 -1.05 7.76 0.089
H -8.16 -0.12 6.30 0.083
H -9.86 -0.64 6.59 0.088
H -9.04 -1.12 4.29 0.125
H -9.02 -2.89 4.19 0.122
H -7.05 -1.98 3.04 0.122
H -6.54 -2.94 4.43 0.127
H -4.62 -1.66 5.40 0.073
H -6.05 -1.76 6.47 0.087
H -5.25 -0.20 6.19 0.091
```

The LUMO energy is -0.059 eV. The spin multiplicity is 1. The value obtained for the HOMO energy is -7.70 eV.

---

Molecular formula: C2H2N4OS
Method: DFT, ωB97M-V/def2-TZVPD

```
10
Properties=species:S:1:pos:R:3:lowdin_charge:R:1
O 2.76 -0.49 0.99 0.074
C 1.55 -0.44 0.91 -0.491
N 0.58 -1.06 1.78 0.124
N -0.56 -0.90 1.24 0.065
N -0.50 -0.13 0.16 -0.248
C -1.58 0.19 -0.64 -0.642
S -1.41 1.12 -1.92 0.738
N 0.78 0.29 0.01 0.129
H -2.47 -0.21 -0.18 0.073
H 1.07 0.41 -1.03 0.178
```

The energy above the lowest of the compared OMol25 structures with the same formula, charge and spin comes out at 0.986 eV. The LUMO energy is -1.533 eV. The spin multiplicity is 1. The value obtained for the HOMO energy is -9.91 eV.

---

Molecular formula: C4H5N3
Method: DFT, ωB97M-V/def2-TZVPD

```
12
Properties=species:S:1:pos:R:3:lowdin_charge:R:1
C -0.03 -0.82 0.20 -0.094
N 0.32 0.21 -0.77 -0.106
C 0.81 1.46 -0.33 -0.389
C 1.08 2.38 -1.44 -0.178
N 1.24 3.23 -2.17 0.187
C 2.04 1.33 0.40 -0.194
N 3.05 1.31 0.94 0.195
H 0.86 -1.25 0.86 0.133
H -0.67 -0.42 0.86 0.018
H -0.62 -1.62 -0.33 0.101
H -0.38 0.45 -1.50 0.137
H 0.01 2.04 0.31 0.190
```

The energy above the lowest of the compared OMol25 structures with the same formula, charge and spin comes out at 2.674 eV. The LUMO energy is 0.374 eV. The spin multiplicity is 1. The value obtained for the HOMO energy is -10.10 eV.